(1)
Below is CH2O3 in the gas phase, with properties calculated with ωB97M-V/def2-TZVPD.

Positions of all 6 atoms, in Å:
C  0.0385  0.1070  0.0989
H  -1.4291  -0.9715  -0.5964
H  1.6700  -0.5320  -0.6274
O  -1.3022  -0.2639  0.0591
O  0.7075  -0.5189  -0.8673
O  0.5357  0.8905  0.8870

## Properties
Structure (SMILES): O=C(O)O
LUMO energy in eV: 0.36
Relative energy (zero: lowest compared OMol25 entry of this formula, charge and spin) in kJ/mol: 22.78
Spin multiplicity: 1
Charge: 0

---

(2)
Below is an isolated ion of composition CH2O3P2 and charge -2, with properties calculated with ωB97M-V/def2-TZVPD.

Positions of all 8 atoms, in Å:
C  -0.3799  -1.4071  1.4567
O  1.7380  -0.2120  0.6497
O  -0.3399  0.3779  -0.8947
O  0.8625  -1.9440  -0.9335
P  -1.1402  1.6791  -1.3994
P  0.5090  -0.9324  0.0702
H  -0.6513  -0.3558  1.8413
H  -0.5983  2.7943  -0.7903

## Properties
LUMO energy (alpha / beta) in eV: 6.93 / 6.68
Relative energy (zero: lowest compared OMol25 entry of this formula, charge and spin) in kJ/mol: 382.59
Spin multiplicity: 1
Charge: -2

---

(3)
Below is a 2-piece molecular cluster, CH2O3P2 overall, with properties calculated with ωB97M-V/def2-TZVPD.

Positions of all 8 atoms, in Å:
C  -0.5509  2.0290  0.1115
O  -1.4536  -0.0307  -1.2038
O  0.0556  -3.0187  0.1893
O  2.2566  -2.2822  0.8476
P  1.2430  -2.2602  -0.3002
P  -0.3518  0.4132  -0.3215
H  -1.3844  2.8459  -0.0778
H  0.1856  2.3037  0.7548

## Properties
LUMO energy in eV: 7.36
Relative energy (zero: lowest compared OMol25 entry of this formula, charge and spin) in kJ/mol: 69.98
Spin multiplicity: 1
Charge: -2